This record from OMol25 describes 13 unconnected molecules or ions with the total composition C39H76N8O23 in a non-equilibrium geometry. The level of theory is ωB97M-V with the def2-TZVPD basis set.

Each atom is followed by the atoms it is bonded to, with distances in Å.
Positions of all 146 atoms, in Å:
1 C -27.5164 -16.2865 -3.8193  C2 1.542, H6 1.053, H7 1.078, H8 1.080
2 C -27.2313 -14.9880 -3.0380  C1 1.542, O3 1.245, N4 1.344
3 O -28.1104 -14.1116 -2.9360  C2 1.245
4 N -25.9480 -14.8384 -2.6694  C2 1.344, C5 1.481, H9 0.971
5 C -25.4126 -13.5884 -2.0832  N4 1.481, H10 1.087, H11 1.069, H12 1.146
6 H -28.1217 -16.0217 -4.6389  C1 1.053
7 H -27.9856 -17.0081 -3.1697  C1 1.078
8 H -26.5585 -16.6373 -4.1749  C1 1.080
9 H -25.3450 -15.5994 -2.6990  N4 0.971
10 H -26.2095 -13.0473 -1.5807  C5 1.087
11 H -25.0263 -12.9639 -2.8601  C5 1.069
12 H -24.5790 -13.8287 -1.3343  C5 1.146
13 C -21.7688 -15.2375 -4.1875  C14 1.459, H18 1.075, H19 1.060, H20 1.088
14 C -22.8130 -15.9126 -4.9499  C13 1.459, O15 1.242, N16 1.376
15 O -23.9077 -16.1664 -4.4219  C14 1.242
16 N -22.5293 -16.3026 -6.2381  C14 1.376, C17 1.443, H21 1.019
17 C -23.4512 -16.9613 -7.1323  N16 1.443, H22 1.121, H23 1.115, H24 1.093
18 H -21.9415 -14.1769 -4.1960  C13 1.075
19 H -20.7848 -15.2303 -4.5828  C13 1.060
20 H -21.7159 -15.6342 -3.1760  C13 1.088
21 H -21.6935 -15.8918 -6.6510  N16 1.019
22 H -23.4649 -18.0822 -7.1185  C17 1.121
23 H -23.1193 -16.6521 -8.1509  C17 1.115
24 H -24.4572 -16.5503 -7.0159  C17 1.093
25 C -21.8792 -3.2481 -10.0529  C26 1.520, H30 1.079, H31 1.082, H32 1.134
26 C -20.8962 -4.4022 -9.9365  C25 1.520, O27 1.225, N28 1.358
27 O -20.3532 -4.7657 -10.9726  C26 1.225
28 N -20.7213 -5.0795 -8.7727  C26 1.358, C29 1.426, H33 0.992
29 C -19.7387 -6.1028 -8.6305  N28 1.426, H34 1.095, H35 1.073, H36 1.089
30 H -22.8693 -3.6753 -10.0867  C25 1.079
31 H -21.7537 -2.7033 -10.9798  C25 1.082
32 H -21.7977 -2.5249 -9.1835  C25 1.134
33 H -21.1868 -4.8524 -7.9270  N28 0.992
34 H -18.6904 -5.7890 -8.5897  C29 1.095
35 H -19.8611 -6.7859 -9.4486  C29 1.073
36 H -19.8754 -6.7000 -7.7300  C29 1.089
37 C -19.4635 -12.3431 -6.9064  C38 1.519, H42 1.072, H43 1.126, H44 1.097
38 C -20.2967 -13.5181 -7.3891  C37 1.519, O39 1.225, N40 1.381
39 O -20.1473 -14.6831 -7.0408  C38 1.225
40 N -21.2515 -13.2104 -8.3385  C38 1.381, C41 1.465, H45 1.042
41 C -22.0305 -14.3024 -8.9283  N40 1.465, H46 1.126, H47 1.098, H48 1.118
42 H -19.8207 -11.4305 -7.3408  C37 1.072
43 H -18.4252 -12.6675 -7.1984  C37 1.126
44 H -19.4709 -12.1875 -5.8205  C37 1.097
45 H -21.3975 -12.2102 -8.5935  N40 1.042
46 H -22.7552 -14.7526 -8.1930  C41 1.126
47 H -21.3924 -15.0537 -9.4128  C41 1.098
48 H -22.5904 -13.8532 -9.7859  C41 1.118
49 C -25.7001 -4.7475 -7.5397  C50 1.482, H54 1.087, H55 1.090, H56 1.093
50 C -26.9955 -4.0313 -7.4760  C49 1.482, O51 1.229, N52 1.335
51 O -27.7414 -4.1635 -6.5085  C50 1.229
52 N -27.4206 -3.3231 -8.5254  C50 1.335, C53 1.474, H57 0.971
53 C -28.6364 -2.4898 -8.5522  N52 1.474, H58 1.139, H59 1.095, H60 1.125
54 H -25.7787 -5.7307 -7.9955  C49 1.087
55 H -25.4005 -4.9308 -6.5073  C49 1.090
56 H -24.9722 -4.1577 -8.1034  C49 1.093
57 H -26.8648 -3.4524 -9.3104  N52 0.971
58 H -29.5431 -3.0933 -8.8850  C53 1.139
59 H -28.4366 -1.7818 -9.3637  C53 1.095
60 H -28.7381 -2.0819 -7.5083  C53 1.125
61 C -21.9716 -8.1356 -11.0414  C62 1.530, H66 1.107, H67 1.109, H68 1.060
62 C -20.7405 -8.7060 -11.7488  C61 1.530, O63 1.223, N64 1.347
63 O -20.6195 -9.9164 -11.8764  C62 1.223
64 N -19.8417 -7.8240 -12.2277  C62 1.347, C65 1.445, H69 1.010
65 C -18.6984 -8.2957 -12.9740  N64 1.445, H70 1.103, H71 1.093, H72 1.130
66 H -22.0813 -7.0362 -11.1043  C61 1.107
67 H -21.8613 -8.4559 -9.9849  C61 1.109
68 H -22.8603 -8.5256 -11.4667  C61 1.060
69 H -20.0317 -6.8457 -12.0643  N64 1.010
70 H -18.1327 -7.4419 -13.3836  C65 1.103
71 H -19.0626 -8.9875 -13.7372  C65 1.093
72 H -18.0580 -8.9818 -12.3454  C65 1.130
73 C -23.6485 -8.4377 -7.4651  C74 1.539, H78 1.081, H79 1.095, H80 1.068
74 C -23.4508 -9.9607 -7.3717  C73 1.539, O75 1.219, N76 1.366
75 O -22.5141 -10.5182 -7.9181  C74 1.219
76 N -24.3249 -10.5760 -6.5212  C74 1.366, C77 1.436, H81 1.024
77 C -24.1526 -11.9984 -6.4300  N76 1.436, H82 1.075, H83 1.073, H84 1.087
78 H -23.7418 -8.1438 -8.5009  C73 1.081
79 H -22.7000 -8.1226 -7.0170  C73 1.095
80 H -24.4747 -8.1192 -6.8684  C73 1.068
81 H -25.2492 -10.1436 -6.4327  N76 1.024
82 H -24.8278 -12.3638 -5.6772  C77 1.075
83 H -23.1488 -12.2941 -6.1943  C77 1.073
84 H -24.3972 -12.4185 -7.4027  C77 1.087
85 C -27.9395 -12.9113 -6.2158  C86 1.499, H90 1.130, H91 1.086, H92 1.073
86 C -27.8027 -11.5589 -5.5837  C85 1.499, O87 1.245, N88 1.318
87 O -27.4900 -10.6031 -6.3183  C86 1.245
88 N -27.9651 -11.5418 -4.2756  C86 1.318, C89 1.434, H93 1.063
89 C -27.7615 -10.3605 -3.4876  N88 1.434, H94 1.083, H95 1.115, H96 1.060
90 H -26.9869 -13.0246 -6.8128  C85 1.130
91 H -28.7809 -12.8545 -6.9000  C85 1.086
92 H -28.0118 -13.6911 -5.4829  C85 1.073
93 H -28.2056 -12.4434 -3.7656  N88 1.063
94 H -27.1126 -9.6566 -3.9948  C89 1.083
95 H -27.2064 -10.6610 -2.5690  C89 1.115
96 H -28.6611 -9.8943 -3.1771  C89 1.060
97 C -28.2244 -10.2827 -9.3012  C98 1.561, O102 1.498, H103 1.100, H104 1.077
98 C -26.7494 -10.4910 -9.7684  C97 1.561, O99 1.389, H105 1.045, H106 1.181
99 O -26.0988 -9.3373 -9.3486  C98 1.389, C100 1.383
100 C -27.0340 -8.3302 -9.1919  O99 1.383, O101 1.167, O102 1.324
101 O -26.7819 -7.1942 -9.1068  C100 1.167
102 O -28.2762 -8.7865 -9.2434  C97 1.498, C100 1.324
103 H -28.4506 -10.6529 -8.2899  C97 1.100
104 H -28.9125 -10.6159 -10.0598  C97 1.077
105 H -26.6002 -10.4716 -10.8023  C98 1.045
106 H -26.2048 -11.3992 -9.2445  C98 1.181
107 C -28.9152 -7.3518 -5.1190  C108 1.538, O112 1.402, H113 1.099, H114 1.119
108 C -27.9366 -7.2396 -6.2997  C107 1.538, O109 1.405, H115 1.106, H116 1.074
109 O -26.7980 -6.7050 -5.6728  C108 1.405, C110 1.370
110 C -27.1310 -6.2020 -4.4427  O109 1.370, O111 1.162, O112 1.337
111 O -26.4381 -5.5668 -3.7592  C110 1.162
112 O -28.3575 -6.5924 -4.0802  C107 1.402, C110 1.337
113 H -28.9876 -8.3972 -4.7891  C107 1.099
114 H -29.9524 -6.9886 -5.3295  C107 1.119
115 H -28.3032 -6.5892 -7.1152  C108 1.106
116 H -27.7527 -8.2239 -6.6882  C108 1.074
117 C -24.2891 -1.8318 -5.6473  C118 1.550, O122 1.420, H123 1.115, H124 1.095
118 C -24.4510 -2.5037 -4.2597  C117 1.550, O119 1.450, H125 1.071, H126 1.103
119 O -23.4096 -3.5096 -4.3330  C118 1.450, C120 1.356
120 C -23.0559 -3.7934 -5.6113  O119 1.356, O121 1.193, O122 1.334
121 O -22.4253 -4.7268 -6.0028  C120 1.193
122 O -23.5739 -2.8247 -6.3673  C117 1.420, C120 1.334
123 H -23.5946 -0.9602 -5.6623  C117 1.115
124 H -25.2096 -1.6257 -6.2037  C117 1.095
125 H -25.3943 -2.9932 -4.1267  C118 1.071
126 H -24.2955 -1.7904 -3.4334  C118 1.103
127 C -20.8872 -10.9885 -0.0810  C128 1.556, O132 1.518, H133 1.077, H134 1.116
128 C -19.8597 -10.2739 -1.0051  C127 1.556, O129 1.446, H135 1.080, H136 1.086
129 O -20.0434 -11.0287 -2.2250  C128 1.446, C130 1.336
130 C -20.2757 -12.3101 -1.9285  O129 1.336, O131 1.193, O132 1.329
131 O -19.9898 -13.1961 -2.6739  C130 1.193
132 O -20.7187 -12.3746 -0.6768  C127 1.518, C130 1.329
133 H -21.8515 -10.6983 -0.4626  C127 1.077
134 H -20.8177 -11.0983 1.0271  C127 1.116
135 H -18.8466 -10.4702 -0.6855  C128 1.080
136 H -20.0610 -9.2365 -1.2531  C128 1.086
137 C -23.2805 -7.3465 -3.7206  C138 1.562, O142 1.501, H143 1.108, H144 1.089
138 C -21.8029 -7.4814 -3.2314  C137 1.562, O139 1.468, H145 1.052, H146 1.060
139 O -21.9797 -8.4461 -2.1388  C138 1.468, C140 1.324
140 C -23.0383 -9.2064 -2.3692  O139 1.324, O141 1.210, O142 1.313
141 O -23.2358 -10.2756 -1.8387  C140 1.210
142 O -23.7918 -8.6993 -3.3174  C137 1.501, C140 1.313
143 H -23.4258 -7.3033 -4.8180  C137 1.108
144 H -23.7859 -6.5986 -3.1108  C137 1.089
145 H -21.4177 -6.6421 -2.7279  C138 1.052
146 H -21.0553 -7.7019 -3.9495  C138 1.060

Computed properties:
HOMO-LUMO gap: 9.37 eV
Electronic energy: -3700.388073 Eh
Net charge: 0
E_HOMO: -9.04 eV

Mulliken population analysis, charges in e, atoms 1 to 4: number 1, C, carries -1.003; number 2, C, carries 0.721; number 3, O, carries -0.839; number 4, N, carries 0.013